No. 1
32
Properties=species:S:1:pos:R:3 method="wB97M-V/def2-TZVPD" spin_multiplicity=1 charge=0 orbital_gap_ev="7.16 / 7.16" de_lowest_kj_mol=402.2 e_tot_ev=-15711.7482 lumo_ha="0.00266 / 0.00269"
C 1.510 2.211 -0.275
C 1.333 0.822 0.169
C 2.709 0.368 0.307
C 3.096 -0.891 0.672
C 2.198 -1.986 0.860
C 0.211 0.104 0.319
C 1.326 -2.423 -0.105
C 0.987 -2.011 -1.478
C -2.204 -0.514 0.561
C -1.584 1.080 -1.264
C -1.417 1.917 1.173
C -1.212 0.714 0.292
N 2.754 2.594 -0.295
N 3.533 1.430 0.103
H 0.566 2.734 -0.403
H 4.144 -1.002 1.108
H 2.349 -2.655 1.644
H 0.220 -0.924 0.658
H 0.730 -3.248 0.230
H 0.289 -1.144 -1.508
H 0.307 -2.758 -1.898
H 1.794 -1.878 -2.183
H -3.120 -0.102 0.628
H -1.858 -0.791 1.480
H -2.237 -1.243 -0.278
H -0.808 1.184 -1.995
H -2.342 0.474 -1.574
H -1.989 2.067 -1.232
H -0.924 1.750 2.123
H -2.466 2.148 1.271
H -0.925 2.751 0.696
H 4.468 1.561 -0.141

=====

No. 2
36
Properties=species:S:1:pos:R:3 method="wB97M-V/def2-TZVPD" spin_multiplicity=1 charge=0 orbital_gap_ev=11.52 de_lowest_kj_mol=60.7 e_tot_ev=-21674.2273 smiles=CC#N.CC#N.CC#N.CC#N.CC#N.CC#N lumo_ha=0.00847
C 0.566 1.888 3.333
C 1.690 2.427 4.196
N 2.603 2.802 4.796
H 0.193 0.950 3.745
H 0.884 1.679 2.312
H -0.309 2.525 3.465
C -0.127 0.456 -4.964
C 0.472 1.612 -5.542
N 0.934 2.514 -6.058
H 0.035 0.406 -3.887
H 0.184 -0.452 -5.481
H -1.203 0.493 -5.135
C 3.662 -0.294 5.584
C 3.245 -0.340 4.212
N 2.943 -0.312 3.138
H 4.489 0.368 5.840
H 4.058 -1.277 5.839
H 2.766 -0.043 6.153
C 0.616 0.083 0.117
C 0.933 -0.769 -0.987
N 1.234 -1.438 -1.888
H 1.183 1.011 0.042
H 0.931 -0.464 1.006
H -0.443 0.299 -0.021
C -0.546 -3.554 -3.868
C -1.556 -2.680 -4.349
N -2.359 -1.942 -4.777
H -0.561 -4.523 -4.368
H -0.608 -3.712 -2.791
H 0.372 -2.973 -3.945
C -4.825 0.787 0.543
C -3.477 1.048 1.122
N -2.394 1.211 1.493
H -5.632 0.814 1.275
H -4.851 -0.169 0.019
H -5.101 1.566 -0.168

=====

No. 3
33
Properties=species:S:1:pos:R:3 method="wB97M-V/def2-TZVPD" spin_multiplicity=1 charge=0 orbital_gap_ev=9.55 de_lowest_kj_mol=0.0 e_tot_ev=-25561.0677 smiles="NP(O)c1ccccc1.C1=CCCCC1" lumo_ha=0.02915
C 0.172 -4.121 -3.193
C -1.147 -3.994 -2.913
C 1.121 -4.047 -2.135
C -1.534 -3.472 -1.661
C 0.685 -3.843 -0.853
C -0.656 -3.510 -0.640
C 1.013 4.742 1.349
C 2.028 3.906 0.436
C 0.356 3.745 2.289
C 1.300 2.878 -0.259
C -0.399 2.686 1.519
C 0.195 2.266 0.192
N -0.934 -1.063 0.679
O -2.656 -2.851 0.908
P -1.044 -2.825 0.981
H 0.526 -4.689 -4.034
H -1.945 -4.269 -3.604
H 2.024 -4.580 -2.239
H -2.619 -3.326 -1.407
H 1.279 -4.180 -0.050
H 1.638 5.498 1.787
H 0.385 5.239 0.628
H 2.475 4.699 -0.110
H 2.766 3.355 1.053
H 1.158 3.448 2.973
H -0.415 4.239 2.967
H -1.750 -0.607 0.282
H 1.685 2.619 -1.324
H -0.413 1.816 2.201
H -1.484 2.917 1.536
H -0.339 1.444 -0.349
H -0.532 -0.562 1.457
H -2.938 -3.559 1.535

=====

No. 4
33
Properties=species:S:1:pos:R:3 method="wB97M-V/def2-TZVPD" spin_multiplicity=1 charge=+1 orbital_gap_ev=7.71 de_lowest_kj_mol=348.6 e_tot_ev=-27099.3446 lumo_ha=-0.16090
C 0.840 3.325 -3.674
C 1.557 2.133 -3.731
C -0.318 3.428 -2.817
C 1.172 0.997 -2.949
C -0.650 2.344 -2.086
C 0.090 1.173 -2.188
C 0.298 -1.969 3.390
C 1.188 -0.728 3.427
C -1.249 -1.495 2.082
C -0.664 -0.059 -0.066
C -0.598 -0.075 -1.590
C -1.371 -1.213 0.699
N -2.198 -1.863 -0.096
O -1.872 -0.159 -2.208
S 1.033 -3.559 3.127
H 1.186 4.244 -4.172
H 2.360 1.910 -4.405
H -0.812 4.383 -2.604
H 1.469 -0.009 -3.066
H -1.517 2.456 -1.457
H 1.739 -0.785 2.483
H 0.806 0.091 3.821
H 2.028 -0.909 4.200
H -0.330 -2.105 4.225
H -1.274 -0.675 2.756
H -2.023 -2.215 2.354
H 0.348 -0.044 0.418
H -1.099 0.970 0.181
H 0.005 -0.980 -1.940
H -2.116 -1.743 -1.099
H -2.999 -2.440 0.186
H 2.133 -3.164 2.398
H -2.334 0.685 -2.296

=====

No. 5
32
Properties=species:S:1:pos:R:3 method="wB97M-V/def2-TZVPD" spin_multiplicity=1 charge=0 orbital_gap_ev=9.98 de_lowest_kj_mol=107.4 e_tot_ev=-16829.6077 smiles="CC/C=C/CCCC[C@H]1C=COC1=O" lumo_ha=0.03146
O -3.117 1.598 1.723
O -3.075 0.610 3.798
C -2.693 0.748 2.525
C -2.223 -0.314 4.359
C -1.330 -0.860 3.432
C 0.300 0.095 -2.335
C 1.469 0.064 -1.619
C 0.171 -0.301 -4.809
C -1.574 -0.186 2.088
C 0.026 -0.921 -3.416
C 1.809 1.083 -0.514
C -0.307 0.505 1.595
C 2.093 0.331 0.787
C 0.859 -0.438 1.291
H -2.299 -0.600 5.387
H -0.560 -1.571 3.644
H -0.443 0.853 -2.118
H 2.162 -0.740 -1.837
H -0.119 -1.008 -5.602
H -0.460 0.584 -4.941
H 1.211 0.009 -4.964
H -1.941 -0.890 1.345
H -1.011 -1.290 -3.294
H 0.753 -1.783 -3.333
H 2.749 1.548 -0.835
H 1.036 1.881 -0.389
H 0.003 1.227 2.366
H -0.579 1.079 0.714
H 2.969 -0.337 0.640
H 2.365 1.124 1.556
H 1.190 -0.934 2.228
H 0.565 -1.166 0.528

=====

No. 6
33
Properties=species:S:1:pos:R:3 method="wB97M-V/def2-TZVPD" spin_multiplicity=1 charge=+2 orbital_gap_ev=7.40 de_lowest_kj_mol=0.0 e_tot_ev=-20060.0452 lumo_ha=-0.37711
Pt -0.060 0.717 -0.340
C 0.092 -0.937 -1.769
C -1.152 -0.240 -1.977
C -0.833 1.122 -2.344
C 0.585 1.268 -2.369
C 1.167 -0.009 -1.999
C 2.600 -0.324 -1.842
C 1.252 2.500 -2.864
C -1.749 2.191 -2.806
C -2.519 -0.771 -1.819
C 0.272 -2.339 -1.335
H 2.849 -1.153 -2.514
H 2.807 -0.694 -0.833
H 3.242 0.523 -2.059
H 0.911 2.711 -3.880
H 2.335 2.403 -2.880
H 0.996 3.360 -2.244
H -1.780 2.174 -3.901
H -1.392 3.172 -2.500
H -2.766 2.055 -2.442
H -3.004 -0.745 -2.802
H -3.116 -0.117 -1.177
H -2.545 -1.785 -1.435
H 0.823 -2.877 -2.112
H -0.670 -2.848 -1.157
H 0.873 -2.390 -0.425
C 0.068 0.038 3.554
C 0.017 0.285 2.106
O -0.043 1.497 1.614
O 0.023 -0.635 1.222
H 0.052 0.974 4.103
H 0.973 -0.528 3.785
H -0.783 -0.587 3.835

=====

No. 7
32
Properties=species:S:1:pos:R:3 method="wB97M-V/def2-TZVPD" spin_multiplicity=1 charge=0 orbital_gap_ev="8.38 / 7.31" de_lowest_kj_mol=612.0 e_tot_ev=-22656.0438 lumo_ha="-0.01029 / -0.00346"
C -3.892 0.768 0.036
C -2.950 1.777 -0.078
C -3.529 -0.560 0.079
C -1.634 1.451 -0.140
C -2.203 -0.876 0.044
C -1.289 0.119 -0.129
C -0.173 -3.241 -0.429
C 0.569 -2.150 -0.645
C 3.648 0.659 0.000
C 1.287 1.264 1.703
C 1.244 1.337 -1.598
C 1.152 -1.222 0.234
O 1.117 -1.629 1.502
Si 1.775 0.484 0.051
H -4.997 0.917 -0.165
H -3.198 2.762 -0.161
H -4.276 -1.242 0.134
H -0.909 2.366 -0.077
H -1.862 -1.849 0.108
H -0.307 -3.961 -1.201
H -0.170 -3.776 0.456
H 0.528 -1.873 -1.730
H 4.267 0.058 0.702
H 4.050 0.504 -0.951
H 3.746 1.759 0.193
H 1.538 0.426 2.318
H 1.728 2.270 1.969
H 0.176 1.525 1.879
H 1.493 0.730 -2.508
H 0.271 1.607 -1.634
H 1.853 2.169 -1.670
H 0.946 -2.573 1.708